1.
The following is a quantum chemistry calculation of an isolated molecule of C21H24N2O3 at a distorted geometry, from the OMol25 dataset.

- structure (SMILES) = CN(C)CCOC(=O)C(OCCC#N)(c1ccccc1)c1ccccc1
- molecular weight (u) = 352.43
- HOMO level (eV) = -8.62
- Kohn-Sham gap (eV) = 9.270
- maximum force (eV/Å) = 3.08

Structure (XYZ):
```
50
Properties=species:S:1:pos:R:3:nbo_charge:R:1
C -0.887 2.898 -2.161 -0.42
N -1.242 2.177 -3.413 -0.45
C -2.043 2.993 -4.330 -0.41
C -1.737 0.810 -3.289 -0.23
C -0.642 -0.122 -2.751 -0.08
O -0.536 -0.084 -1.309 -0.51
C 0.204 -1.068 -0.749 0.79
O 0.819 -1.953 -1.360 -0.60
C 0.361 -0.965 0.813 0.11
O 0.744 -2.252 1.429 -0.55
C 2.093 -2.716 1.227 -0.05
C 1.928 -4.171 0.981 -0.53
C 3.254 -4.782 0.935 0.29
N 4.321 -5.267 0.954 -0.33
C 1.385 0.094 1.265 -0.07
C 2.051 0.971 0.406 -0.22
C 2.994 1.826 0.959 -0.20
C 3.363 1.753 2.314 -0.21
C 2.778 0.818 3.139 -0.23
C 1.762 0.028 2.618 -0.15
C -1.042 -0.607 1.354 0.07
C -1.372 0.722 1.861 -0.23
C -2.658 0.976 2.332 -0.20
C -3.650 0.007 2.269 -0.21
C -3.358 -1.242 1.703 -0.20
C -2.055 -1.549 1.268 -0.23
H -1.700 3.098 -1.468 0.17
H -0.187 2.332 -1.583 0.20
H -0.401 3.841 -2.391 0.20
H -1.586 3.958 -4.541 0.20
H -2.169 2.536 -5.332 0.20
H -3.005 3.142 -3.927 0.16
H -2.023 0.432 -4.277 0.21
H -2.660 0.754 -2.695 0.18
H -0.945 -1.139 -3.061 0.20
H 0.300 0.074 -3.243 0.21
H 2.665 -2.562 2.160 0.19
H 2.598 -2.170 0.379 0.21
H 1.396 -4.310 0.048 0.26
H 1.312 -4.615 1.736 0.25
H 1.843 1.050 -0.649 0.22
H 3.511 2.568 0.343 0.22
H 4.097 2.472 2.699 0.22
H 3.071 0.746 4.188 0.22
H 1.255 -0.626 3.336 0.22
H -0.618 1.490 1.916 0.23
H -2.948 1.978 2.668 0.21
H -4.653 0.227 2.630 0.22
H -4.141 -1.981 1.668 0.21
H -1.849 -2.588 0.929 0.23
```


2.
The following is a quantum chemistry calculation of an isolated molecule of C21H24N2O5 at a distorted geometry, from the OMol25 dataset.

- structure (SMILES) = CCOc1ccc(OCC)c(NC(=O)C[C@@H]2Oc3ccc(C)cc3NC2=O)c1
- molecular weight (u) = 384.43
- HOMO level (eV) = -7.89
- Kohn-Sham gap (eV) = 8.354
- maximum force (eV/Å) = 16.23

Structure (XYZ):
```
52
Properties=species:S:1:pos:R:3:nbo_charge:R:1
C -5.756 -1.995 -0.824 -0.63
C -5.519 -1.593 0.550 -0.04
O -5.286 -0.105 0.689 -0.46
C -4.158 0.288 0.431 0.30
C -4.075 1.527 0.416 -0.26
C -2.948 2.251 0.391 -0.22
C -1.859 1.481 0.158 0.24
O -0.513 2.142 0.018 -0.59
C -0.360 3.563 -0.341 -0.04
C -1.011 4.211 -1.568 -0.61
C -1.899 0.231 -0.235 0.10
N -0.771 -0.282 -0.439 -0.56
C -0.646 -1.709 -0.790 0.67
O -1.394 -2.825 -0.762 -0.61
C 0.932 -2.077 -0.956 -0.45
C 1.721 -2.534 0.380 0.04
O 1.663 -1.399 1.138 -0.51
C 2.587 -0.185 0.763 0.27
C 2.222 1.267 0.906 -0.23
C 3.034 2.166 0.983 -0.21
C 4.248 1.975 0.141 -0.04
C 5.235 2.921 -0.219 -0.60
C 4.418 0.644 -0.123 -0.16
C 3.632 -0.486 -0.024 0.04
N 3.939 -1.766 -0.119 -0.62
C 3.058 -2.885 0.039 0.68
O 3.496 -3.883 -0.282 -0.52
C -3.141 -0.398 0.024 -0.33
H -5.005 -1.773 -1.395 0.21
H -6.045 -2.999 -1.015 0.23
H -6.561 -1.364 -1.440 0.20
H -6.484 -1.908 1.116 0.19
H -4.859 -2.073 0.945 0.16
H -4.892 2.166 0.880 0.21
H -2.693 3.347 0.428 0.22
H -0.832 3.890 0.533 0.16
H 0.638 3.717 -0.395 0.18
H -1.887 3.838 -1.573 0.20
H -0.839 5.223 -1.474 0.22
H -0.513 3.553 -2.479 0.19
H 0.121 0.134 -0.675 0.45
H 0.918 -3.119 -1.676 0.23
H 1.320 -1.411 -1.456 0.16
H 1.236 -2.954 0.949 0.20
H 1.362 1.455 1.677 0.24
H 2.794 3.090 1.228 0.20
H 4.824 4.038 -0.035 0.21
H 6.135 2.782 0.062 0.22
H 5.393 3.013 -1.347 0.22
H 5.419 0.194 -0.846 0.16
H 4.867 -2.111 -0.555 0.42
H -3.078 -1.540 0.020 0.25
```


3.
The following is a quantum chemistry calculation of an isolated molecule of C21H24N4O3 at a distorted geometry, from the OMol25 dataset.

- structure (SMILES) = CCCN1CCN(C(=O)c2cc(COc3ccc4ncccc4c3)on2)CC1
- molecular weight (u) = 380.45
- HOMO level (eV) = -8.52
- Kohn-Sham gap (eV) = 8.788
- maximum force (eV/Å) = 1.31

Structure (XYZ):
```
52
Properties=species:S:1:pos:R:3:nbo_charge:R:1
C -1.941 1.628 -5.799 -0.60
C -1.025 0.963 -4.780 -0.42
C -0.245 2.014 -3.977 -0.20
N 0.658 1.516 -2.960 -0.45
C 1.782 0.748 -3.459 -0.23
C 2.813 0.599 -2.337 -0.23
N 2.188 -0.045 -1.202 -0.42
C 2.546 -1.298 -0.865 0.65
O 3.510 -1.874 -1.337 -0.61
C 1.719 -1.962 0.185 0.05
C 2.168 -2.415 1.451 -0.34
C 1.055 -2.992 1.998 0.29
C 0.799 -3.598 3.343 -0.11
O -0.516 -3.391 3.797 -0.48
C -1.005 -2.118 3.849 0.31
C -2.391 -2.032 4.121 -0.24
C -3.021 -0.826 4.176 -0.16
C -2.301 0.369 3.948 0.10
N -2.957 1.543 3.981 -0.39
C -2.287 2.639 3.759 0.04
C -0.908 2.674 3.486 -0.26
C -0.217 1.493 3.453 -0.17
C -0.907 0.285 3.688 0.00
C -0.273 -0.973 3.658 -0.32
O 0.041 -2.908 1.127 -0.26
N 0.457 -2.267 0.015 -0.11
C 1.034 0.678 -0.724 -0.21
C 0.019 0.821 -1.861 -0.24
H -1.363 2.228 -6.498 0.20
H -2.657 2.278 -5.301 0.20
H -2.492 0.879 -6.363 0.21
H -1.623 0.354 -4.099 0.20
H -0.325 0.305 -5.297 0.20
H -0.956 2.679 -3.476 0.19
H 0.350 2.621 -4.666 0.19
H 2.230 1.283 -4.299 0.21
H 1.486 -0.260 -3.796 0.17
H 3.653 -0.018 -2.658 0.25
H 3.170 1.587 -2.032 0.20
H 3.147 -2.317 1.867 0.24
H 1.538 -3.205 4.056 0.20
H 0.907 -4.687 3.293 0.23
H -2.924 -2.956 4.276 0.23
H -4.077 -0.751 4.379 0.23
H -2.859 3.558 3.795 0.19
H -0.416 3.618 3.307 0.22
H 0.845 1.468 3.247 0.21
H 0.791 -0.996 3.472 0.22
H 0.579 0.168 0.123 0.23
H 1.364 1.675 -0.413 0.20
H -0.834 1.409 -1.518 0.21
H -0.331 -0.188 -2.136 0.18
```


4.
The following is a quantum chemistry calculation of an isolated molecule of C21H24N4O4S at a distorted geometry, from the OMol25 dataset.

- structure (SMILES) = COc1ccc(OC)c(NC(=O)CSc2nnc(CNc3ccc(C)cc3C)o2)c1
- molecular weight (u) = 428.51
- HOMO level (eV) = -7.74
- Kohn-Sham gap (eV) = 8.306
- maximum force (eV/Å) = 1.61

Structure (XYZ):
```
54
Properties=species:S:1:pos:R:3:nbo_charge:R:1
C -4.348 -2.736 0.110 -0.25
O -4.100 -1.647 -0.748 -0.50
C -2.807 -1.292 -0.982 0.30
C -2.610 -0.232 -1.864 -0.25
C -1.337 0.208 -2.176 -0.25
C -0.232 -0.406 -1.611 0.24
O 1.081 -0.060 -1.831 -0.53
C 1.370 0.831 -2.882 -0.25
C -0.431 -1.476 -0.726 0.20
N 0.732 -2.078 -0.231 -0.63
C 0.901 -2.814 0.880 0.67
O 0.030 -3.157 1.648 -0.61
C 2.353 -3.218 1.176 -0.62
S 3.556 -3.086 -0.190 0.31
C 3.738 -1.365 -0.281 0.26
N 4.213 -0.686 -1.277 -0.30
N 4.163 0.611 -0.913 -0.30
C 3.665 0.667 0.277 0.45
C 3.343 1.891 1.067 -0.28
N 2.111 2.515 0.655 -0.61
C 0.863 1.940 0.898 0.22
C 0.692 0.827 1.713 -0.30
C -0.572 0.349 2.012 -0.20
C -1.703 0.965 1.505 -0.05
C -3.078 0.498 1.871 -0.63
C -1.528 2.066 0.675 -0.14
C -0.277 2.567 0.366 -0.09
C -0.144 3.793 -0.490 -0.63
O 3.372 -0.571 0.752 -0.43
C -1.704 -1.916 -0.410 -0.34
H -3.959 -2.553 1.115 0.18
H -3.914 -3.661 -0.283 0.18
H -5.431 -2.836 0.153 0.20
H -3.474 0.241 -2.302 0.22
H -1.221 1.033 -2.859 0.22
H 2.457 0.900 -2.915 0.22
H 0.995 0.451 -3.837 0.18
H 0.945 1.821 -2.695 0.17
H 1.546 -1.813 -0.772 0.43
H 2.362 -4.269 1.464 0.26
H 2.715 -2.632 2.022 0.26
H 3.283 1.633 2.127 0.22
H 4.150 2.614 0.919 0.24
H 2.181 2.970 -0.243 0.39
H 1.544 0.318 2.135 0.21
H -0.669 -0.521 2.646 0.22
H -3.715 0.438 0.991 0.22
H -3.035 -0.478 2.347 0.21
H -3.538 1.198 2.569 0.22
H -2.401 2.557 0.268 0.20
H -1.126 4.154 -0.786 0.22
H 0.428 3.593 -1.398 0.20
H 0.366 4.586 0.057 0.22
H -1.802 -2.732 0.284 0.26
```


5.
The following is a quantum chemistry calculation of a cluster of 2 separate species, C21H24N4O5 in total at a distorted geometry, from the OMol25 dataset.

- structure (SMILES) = CNC(=O)[C@H](Cc1c[nH]c2ccccc12)NC(C)=O.O=[N+]([O-])c1ccc(CO)cc1
- molecular weight (u) = 412.45
- HOMO level (eV) = -8.05
- Kohn-Sham gap (eV) = 7.307
- maximum force (eV/Å) = 3.23

Structure (XYZ):
```
54
Properties=species:S:1:pos:R:3:nbo_charge:R:1
C -3.702 -2.386 -2.971 -0.41
N -2.365 -2.618 -2.431 -0.63
C -2.060 -2.640 -1.129 0.66
O -2.916 -2.502 -0.259 -0.63
C -0.593 -2.871 -0.713 -0.11
C 0.286 -1.634 -0.964 -0.43
C -0.289 -0.346 -0.465 -0.11
C -0.743 0.661 -1.244 -0.02
N -1.242 1.674 -0.450 -0.54
C -1.125 1.370 0.890 0.13
C -1.479 2.057 2.061 -0.26
C -1.229 1.454 3.305 -0.21
C -0.637 0.180 3.363 -0.23
C -0.291 -0.502 2.181 -0.22
C -0.522 0.077 0.914 -0.02
N 0.060 -4.078 -1.259 -0.60
C 0.283 -4.379 -2.541 0.69
C 0.925 -5.720 -2.805 -0.71
O 0.008 -3.643 -3.479 -0.67
H -3.643 -2.216 -4.047 0.20
H -4.332 -3.255 -2.774 0.20
H -4.148 -1.512 -2.490 0.21
H -1.604 -2.785 -3.082 0.43
H -0.637 -2.995 0.369 0.23
H 0.460 -1.530 -2.035 0.23
H 1.255 -1.785 -0.486 0.23
H -0.742 0.649 -2.328 0.22
H -1.692 2.497 -0.819 0.41
H -1.943 3.029 2.008 0.21
H -1.494 1.967 4.220 0.22
H -0.442 -0.278 4.323 0.22
H 0.172 -1.475 2.239 0.21
H 0.341 -4.772 -0.585 0.40
H 0.265 -6.512 -2.457 0.23
H 1.091 -5.829 -3.877 0.25
H 1.879 -5.772 -2.284 0.23
O 3.110 -0.449 1.625 -0.39
N 2.928 0.498 2.402 0.50
O 3.100 0.415 3.624 -0.37
C 2.506 1.741 1.865 0.07
C 2.357 1.927 0.474 -0.18
C 1.922 3.146 -0.054 -0.22
C 1.622 4.222 0.788 -0.03
C 1.132 5.531 0.225 -0.08
O -0.206 5.749 0.672 -0.71
C 1.765 4.056 2.169 -0.21
C 2.198 2.836 2.700 -0.17
H 2.565 1.113 -0.215 0.25
H 1.808 3.244 -1.129 0.22
H 1.159 5.508 -0.869 0.17
H 1.777 6.351 0.558 0.20
H -0.700 4.912 0.648 0.47
H 1.524 4.878 2.837 0.23
H 2.279 2.744 3.780 0.25
```


6.
The following is a quantum chemistry calculation of a structure of composition C21H24N5O8Ru at a distorted geometry, from the OMol25 dataset.

- molecular weight (u) = 575.52
- HOMO level (alpha / beta) (eV) = -7.65 / -8.21
- 2S+1 = 6
- Kohn-Sham gap (alpha / beta) (eV) = 7.895 / 6.592
- maximum force (eV/Å) = 1.27

Structure (XYZ):
```
59
Properties=species:S:1:pos:R:3:nbo_charge:R:1
Ru -1.263 0.478 1.005 1.39
C -0.500 -0.375 5.533 -0.69
C -0.218 -0.145 4.067 0.57
O -1.110 0.390 3.380 -0.69
C 1.070 -0.541 3.612 -0.37
C 1.631 -0.428 2.357 0.31
C 3.043 -0.911 2.167 -0.67
N 0.972 0.071 1.290 -0.30
N 1.683 0.137 0.191 -0.35
C 1.024 0.400 -0.949 0.59
O -0.222 0.500 -1.078 -0.69
C 1.877 0.499 -2.162 -0.06
C 3.216 0.110 -2.142 -0.19
C 3.972 0.162 -3.301 -0.22
C 3.403 0.610 -4.486 -0.20
C 2.074 1.012 -4.507 -0.21
C 1.314 0.954 -3.351 -0.20
H -1.526 -0.098 5.763 0.23
H 0.183 0.223 6.137 0.24
H -0.341 -1.424 5.783 0.24
H 1.702 -0.990 4.365 0.21
H 3.512 -1.132 3.123 0.21
H 3.619 -0.156 1.636 0.24
H 3.026 -1.813 1.554 0.24
H 3.649 -0.229 -1.211 0.24
H 5.013 -0.135 -3.280 0.22
H 3.994 0.641 -5.392 0.21
H 1.634 1.380 -5.425 0.21
H 0.277 1.264 -3.353 0.23
O -2.841 2.391 2.842 -0.64
C -3.169 1.733 1.749 0.74
O -3.463 0.524 1.739 -0.67
C -3.420 2.605 0.527 -0.15
O -2.492 2.236 -0.486 -0.55
C -1.551 3.256 -0.809 -0.20
C -0.524 3.540 0.340 0.75
O 0.112 4.579 0.229 -0.67
O -0.471 2.644 1.238 -0.80
H -2.492 1.757 3.500 0.53
H -3.334 3.658 0.793 0.22
H -4.423 2.388 0.155 0.20
H -2.051 4.196 -1.050 0.19
H -0.994 2.898 -1.672 0.21
C 1.277 -3.555 -1.470 -0.42
N -0.029 -2.929 -1.303 -0.41
C -0.839 -2.748 -2.366 0.13
C -2.051 -2.164 -2.247 -0.39
C -2.399 -1.665 -0.961 0.49
N -1.579 -1.777 0.082 -0.65
C -0.413 -2.486 -0.014 0.78
O 0.283 -2.766 0.942 -0.63
N -3.578 -1.057 -0.761 -0.77
H 1.197 -4.427 -2.117 0.20
H 1.627 -3.853 -0.488 0.25
H 1.984 -2.845 -1.904 0.21
H -0.468 -3.115 -3.314 0.22
H -2.708 -2.038 -3.093 0.23
H -4.163 -0.819 -1.540 0.40
H -3.741 -0.612 0.134 0.43
```